The following is a DFT calculation (wB97M-V/def2-TZVPD) of a single C17H27ClN2O3S2 molecule.

Summary:
LUMO = 0.5843 eV
SMILES string = CCS[C@H](C)C(=O)N(C)CCOCCN(C)C(=O)c1c(C)csc1Cl
Calculated total energy = -2255.7853 a.u.
Energy relative to the best compared isomer or geometry (same formula, charge and spin) = 4.6 kcal per mole
M = 407.001 g/mol
HOMO-LUMO gap = 8.9 eV

Each line ends with the natural charge from an NBO analysis.
CARTESIAN COORDINATES (ANGSTROEM)
C (2.495, -1.260, -2.301)  -0.611
C (1.149, -0.713, -2.752)  -0.527
S (1.053, 1.045, -2.322)  0.204
C (-0.713, 1.357, -2.663)  -0.418
C (-1.035, 1.359, -4.150)  -0.613
C (-0.985, 2.733, -2.062)  0.679
O (-0.562, 3.726, -2.630)  -0.630
N (-1.679, 2.810, -0.891)  -0.438
C (-1.786, 4.100, -0.229)  -0.414
C (-2.292, 1.694, -0.189)  -0.246
C (-1.298, 0.945, 0.702)  -0.081
O (-1.938, 0.302, 1.793)  -0.545
C (-2.644, -0.877, 1.462)  -0.073
C (-1.854, -2.182, 1.758)  -0.247
N (-0.460, -1.986, 2.102)  -0.414
C (-0.140, -1.766, 3.499)  -0.409
C (0.446, -2.020, 1.099)  0.687
O (0.110, -2.091, -0.076)  -0.643
C (1.899, -1.984, 1.468)  -0.215
C (2.682, -0.796, 1.634)  -0.022
C (2.109, 0.584, 1.548)  -0.649
C (3.990, -1.090, 1.864)  -0.413
S (4.298, -2.776, 1.904)  0.473
C (2.649, -3.110, 1.582)  -0.224
Cl (2.082, -4.723, 1.447)  0.053
H (2.579, -2.313, -2.571)  0.218
H (3.320, -0.720, -2.769)  0.207
H (2.597, -1.185, -1.218)  0.214
H (1.036, -0.823, -3.831)  0.202
H (0.345, -1.244, -2.245)  0.235
H (-1.270, 0.570, -2.154)  0.213
H (-2.103, 1.527, -4.309)  0.208
H (-0.482, 2.156, -4.642)  0.239
H (-0.772, 0.404, -4.603)  0.209
H (-1.176, 4.820, -0.763)  0.249
H (-2.824, 4.442, -0.220)  0.193
H (-1.439, 4.020, 0.804)  0.191
H (-3.074, 2.105, 0.452)  0.214
H (-2.786, 1.028, -0.896)  0.201
H (-0.705, 0.237, 0.114)  0.196
H (-0.615, 1.673, 1.140)  0.192
H (-3.565, -0.873, 2.047)  0.187
H (-2.926, -0.865, 0.406)  0.172
H (-2.313, -2.699, 2.602)  0.197
H (-1.895, -2.838, 0.891)  0.235
H (0.933, -1.647, 3.625)  0.224
H (-0.642, -0.866, 3.856)  0.212
H (-0.468, -2.618, 4.100)  0.198
H (1.290, 0.710, 2.260)  0.216
H (2.869, 1.333, 1.767)  0.225
H (1.715, 0.777, 0.546)  0.247
H (4.796, -0.390, 2.017)  0.241


The following is a DFT calculation (wB97M-V/def2-TZVPD) of 9 unconnected molecules or ions with the total composition C5H28N2O9.

Summary:
LUMO = 0.3580 eV
SMILES string = CCN(C)C(=O)CN.O.O.O.O.O.O.O.O
Calculated total energy = -994.0036 a.u.
Energy relative to the best compared isomer or geometry (same formula, charge and spin) = 42.2 kcal per mole
M = 260.284 g/mol
HOMO-LUMO gap = 9.8 eV

Each line ends with the natural charge from an NBO analysis.
CARTESIAN COORDINATES (ANGSTROEM)
C (-2.301, 0.108, 1.034)  -0.662
C (-1.187, 1.155, 0.848)  -0.219
N (-0.600, 1.057, -0.496)  -0.418
C (-1.553, 1.263, -1.609)  -0.433
C (0.681, 0.767, -0.778)  0.720
O (1.066, 0.694, -1.958)  -0.764
C (1.714, 0.541, 0.351)  -0.306
N (1.587, -0.759, 0.994)  -0.868
H (-2.130, -0.807, 0.453)  0.246
H (-2.327, -0.216, 2.078)  0.249
H (-3.328, 0.491, 0.776)  0.204
H (-1.556, 2.218, 1.021)  0.207
H (-0.401, 0.996, 1.625)  0.219
H (-1.996, 0.274, -1.945)  0.214
H (-2.339, 2.019, -1.305)  0.221
H (-1.027, 1.715, -2.467)  0.220
H (2.682, 0.648, -0.056)  0.226
H (1.594, 1.411, 1.110)  0.221
H (0.624, -0.941, 1.186)  0.364
H (1.986, -1.500, 0.440)  0.417
O (-0.291, -1.168, -3.323)  -0.980
H (-0.838, -0.723, -3.981)  0.480
H (0.219, -0.480, -2.920)  0.501
O (1.424, 3.389, -0.114)  -1.006
H (1.251, 3.415, -1.094)  0.503
H (1.635, 4.250, 0.203)  0.472
O (-0.652, -1.150, 3.384)  -0.993
H (0.299, -0.931, 3.547)  0.510
H (-0.927, -1.551, 4.221)  0.484
O (-1.517, -2.915, 1.559)  -1.004
H (-1.163, -2.286, 2.256)  0.490
H (-1.071, -2.724, 0.740)  0.467
O (-1.100, -2.381, -1.070)  -0.961
H (-1.576, -3.124, -1.317)  0.486
H (-0.886, -1.946, -1.849)  0.502
O (1.067, 3.242, -2.773)  -0.977
H (1.894, 3.322, -3.286)  0.482
H (0.959, 2.253, -2.675)  0.502
O (1.957, -0.570, 3.761)  -0.981
H (2.145, -0.772, 2.809)  0.510
H (2.145, 0.359, 3.881)  0.475
O (1.484, -2.991, -0.752)  -0.971
H (0.552, -2.773, -0.850)  0.482
H (1.801, -2.879, -1.659)  0.468


The following is a DFT calculation (wB97M-V/def2-TZVPD) of 2 unconnected molecules or ions with the total composition CH3NO2S.

Summary:
LUMO = -0.2989 eV
Calculated total energy = -643.2766 a.u.
Energy relative to the best compared isomer or geometry (same formula, charge and spin) = 23.6 kcal per mole
M = 93.107 g/mol
HOMO-LUMO gap = 10.2 eV

Each line ends with the natural charge from an NBO analysis.
CARTESIAN COORDINATES (ANGSTROEM)
C (-1.226, -0.246, 0.170)  -0.035
N (-0.690, 0.108, -0.932)  -0.648
O (1.978, 1.410, 0.310)  -0.855
O (2.114, -0.908, 0.885)  -0.864
S (2.003, 0.034, -0.148)  1.693
H (-0.488, -0.325, 1.048)  0.178
H (-2.378, -0.430, 0.385)  0.170
H (-1.313, 0.358, -1.717)  0.361


The following is a DFT calculation (wB97M-V/def2-TZVPD) of a molecular structure, C2H2Br6.

Summary:
LUMO = -0.9260 eV
Calculated total energy = -15521.2122 a.u.
Energy relative to the best compared isomer or geometry (same formula, charge and spin) = 159.6 kcal per mole
M = 505.462 g/mol
HOMO-LUMO gap = 7.9 eV

Each line ends with the natural charge from an NBO analysis.
CARTESIAN COORDINATES (ANGSTROEM)
C (-0.565, -1.151, 0.821)  -0.447
Br (-0.753, -1.071, -1.199)  0.063
Br (1.299, -1.195, 1.382)  0.106
Br (-1.414, -2.782, 1.529)  0.028
H (-1.088, -0.298, 1.254)  0.105
C (0.593, 1.447, -0.686)  -0.438
Br (-0.473, 1.670, -2.342)  0.095
Br (1.888, -0.079, -0.996)  0.091
Br (-0.654, 1.093, 0.805)  0.169
H (1.167, 2.366, -0.568)  0.228


The following is a DFT calculation (wB97M-V/def2-TZVPD) of 2 unconnected molecules or ions with the total composition C4H8N2O2S.

Summary:
LUMO = 0.7905 eV
Calculated total energy = -815.3165 a.u.
Energy relative to the best compared isomer or geometry (same formula, charge and spin) = 56.8 kcal per mole
M = 148.187 g/mol
HOMO-LUMO gap = 10.2 eV

Each line ends with the natural charge from an NBO analysis.
CARTESIAN COORDINATES (ANGSTROEM)
C (-2.534, -0.277, 0.508)  -0.186
C (-1.732, -1.010, -0.262)  -0.086
C (-2.193, 1.155, 0.457)  -0.557
C (-1.027, 1.036, -0.355)  0.118
N (-0.782, -0.127, -0.832)  -0.468
N (3.637, -0.525, 0.761)  -1.076
O (1.902, -1.011, -1.033)  -0.948
O (2.327, 1.301, -0.151)  -0.962
S (2.119, -0.010, 0.311)  1.664
H (-3.419, -0.659, 0.983)  0.210
H (-1.946, -2.028, -0.560)  0.217
H (-3.014, 1.460, -0.176)  0.282
H (-2.199, 1.647, 1.396)  0.261
H (0.959, -1.126, -1.283)  0.522
H (-0.310, 1.839, -0.634)  0.220
H (4.329, -0.170, -0.064)  0.389
H (3.884, -1.495, 0.934)  0.400


The following is a DFT calculation (wB97M-V/def2-TZVPD) of a molecular structure, C6H19FN5O3Sr2.

Summary:
LUMO = -12.8143 eV
Total charge = +3
Calculated total energy = -899.4336 a.u.
M = 403.488 g/mol
HOMO-LUMO gap = 5.4 eV

Each line ends with the Mulliken charge.
CARTESIAN COORDINATES (ANGSTROEM)
Sr (-13.981, -22.592, 8.435)  2.149
Sr (-11.696, -23.430, 6.779)  2.577
F (-12.706, -21.622, 7.210)  -1.268
C (-12.035, -21.823, 2.822)  -1.426
C (-12.233, -22.596, 4.165)  0.672
C (-11.854, -24.086, 3.971)  -1.120
O (-11.901, -24.632, 5.332)  -0.822
C (-11.559, -26.012, 5.239)  -0.762
N (-11.397, -22.017, 5.198)  -1.130
H (-12.265, -20.778, 3.032)  0.411
H (-12.786, -22.090, 2.078)  0.416
H (-11.115, -22.091, 2.304)  0.461
H (-13.230, -22.526, 4.600)  0.093
H (-10.938, -24.396, 3.468)  0.698
H (-12.674, -24.504, 3.388)  0.514
H (-12.346, -26.515, 4.678)  0.352
H (-11.459, -26.452, 6.231)  0.363
H (-10.744, -26.140, 4.526)  0.312
H (-11.560, -21.056, 5.463)  0.341
H (-10.426, -21.945, 4.930)  0.154
C (-9.988, -21.251, 7.497)  0.924
O (-10.063, -22.493, 7.488)  -1.111
N (-8.898, -20.569, 7.472)  -0.299
N (-11.061, -20.482, 7.461)  -0.587
H (-8.002, -20.997, 7.659)  0.307
H (-9.027, -19.617, 7.162)  0.192
H (-10.909, -19.485, 7.418)  0.162
H (-11.946, -20.965, 7.406)  0.364
C (-14.092, -20.084, 5.317)  0.366
O (-14.980, -19.478, 4.765)  -0.610
N (-13.410, -19.538, 6.261)  -0.253
N (-13.782, -21.289, 5.176)  -0.251
H (-12.873, -20.196, 6.807)  0.054
H (-13.520, -18.548, 6.426)  0.195
H (-13.234, -21.564, 5.979)  0.414
H (-14.092, -21.787, 4.353)  0.150


The following is a DFT calculation (wB97M-V/def2-TZVPD) of a single C16H25NO3 molecule.

Summary:
LUMO = 0.7142 eV
SMILES string = CC(C)(CO)NC[C@H](O)COc1ccc2c(c1)CCC2
Calculated total energy = -905.1372 a.u.
Energy relative to the best compared isomer or geometry (same formula, charge and spin) = 41.0 kcal per mole
M = 279.380 g/mol
HOMO-LUMO gap = 9.0 eV

Each line ends with the natural charge from an NBO analysis.
CARTESIAN COORDINATES (ANGSTROEM)
C (-2.499, -1.779, 0.097)  -0.637
C (-3.755, -0.959, -0.233)  0.094
C (-4.365, -1.446, -1.552)  -0.614
C (-4.796, -1.172, 0.890)  -0.057
O (-4.301, -0.929, 2.182)  -0.711
N (-3.554, 0.482, -0.335)  -0.641
C (-2.461, 1.009, -1.119)  -0.229
C (-1.177, 1.264, -0.306)  0.049
O (-1.530, 2.011, 0.842)  -0.739
C (-0.144, 2.039, -1.135)  -0.089
O (0.996, 2.351, -0.365)  -0.509
C (1.941, 1.388, -0.120)  0.295
C (2.973, 1.784, 0.730)  -0.250
C (4.003, 0.919, 1.053)  -0.211
C (4.001, -0.355, 0.518)  0.033
C (2.973, -0.751, -0.330)  -0.006
C (1.938, 0.103, -0.657)  -0.298
C (3.173, -2.171, -0.770)  -0.428
C (4.647, -2.442, -0.428)  -0.385
C (4.980, -1.474, 0.719)  -0.440
H (-2.767, -2.828, 0.198)  0.214
H (-2.067, -1.449, 1.040)  0.223
H (-1.756, -1.689, -0.692)  0.198
H (-4.649, -2.492, -1.476)  0.207
H (-5.246, -0.855, -1.787)  0.219
H (-3.654, -1.342, -2.367)  0.204
H (-5.117, -2.216, 0.898)  0.179
H (-5.668, -0.537, 0.681)  0.169
H (-3.988, -0.019, 2.232)  0.461
H (-3.502, 0.920, 0.579)  0.361
H (-2.791, 1.975, -1.522)  0.197
H (-2.241, 0.347, -1.957)  0.197
H (-0.732, 0.312, 0.019)  0.171
H (-0.734, 2.462, 1.149)  0.486
H (-0.566, 3.010, -1.414)  0.201
H (0.117, 1.494, -2.048)  0.181
H (2.949, 2.788, 1.123)  0.220
H (4.795, 1.242, 1.711)  0.212
H (1.157, -0.236, -1.320)  0.213
H (2.512, -2.828, -0.197)  0.211
H (2.956, -2.320, -1.828)  0.215
H (5.268, -2.204, -1.293)  0.202
H (4.825, -3.481, -0.158)  0.210
H (4.806, -1.945, 1.691)  0.207
H (6.016, -1.136, 0.692)  0.214


The following is a DFT calculation (wB97M-V/def2-TZVPD) of a molecular structure, ClFH2NOP.

Summary:
LUMO = -2.4829 eV
Calculated total energy = -1032.6019 a.u.
Energy relative to the best compared isomer or geometry (same formula, charge and spin) = 55.0 kcal per mole
M = 117.447 g/mol
HOMO-LUMO gap = 8.2 eV

Each line ends with the natural charge from an NBO analysis.
CARTESIAN COORDINATES (ANGSTROEM)
N (0.496, 1.249, 0.002)  -1.186
O (-0.222, -1.081, 0.885)  -0.936
F (-1.787, -0.330, -0.615)  -0.564
P (-0.146, -0.097, -0.315)  2.200
Cl (0.777, -1.831, -2.326)  -0.488
H (0.428, 2.124, -0.611)  0.447
H (-0.937, -1.655, 0.639)  0.527